Record 1
C11H16N6 | the ωB97M-V functional and the def2-TZVPD basis

```
33
C11H16N6 | OMol25 | the ωB97M-V functional and the def2-TZVPD basis
N 4.6881 2.0866 0.0352
N -1.8139 -2.0817 -0.7628
N -0.8923 -1.0904 -0.5338
C 3.7579 1.2215 0.0032
C -1.5706 -3.0487 -1.5770
C -1.1011 -0.1365 0.3748
C 0.7950 2.9269 1.6141
C 2.0757 2.6477 1.1294
C -0.2097 2.0166 1.4161
C 1.3218 0.5882 0.2166
C 2.4029 1.4874 0.4646
C 0.0100 0.8298 0.6690
N 4.2022 0.0644 -0.4916
N -0.4091 -3.1308 -2.2055
N -2.4978 -4.0207 -1.8134
C -3.4393 0.7459 0.3471
C -2.4114 -0.0618 1.1083
H 4.4285 3.0066 0.3425
H 0.6321 3.8409 2.1886
H 2.8972 3.3269 1.3935
H -1.2086 2.2484 1.8182
H 1.5273 -0.3634 -0.2751
H 3.7516 -0.7754 -0.2547
H 5.1995 0.0575 -0.6302
H -0.5424 -3.4172 -3.1620
H -0.0207 -2.2136 -2.0690
H -3.2260 -4.0202 -1.1164
H -2.1022 -4.9158 -2.0765
H -3.6167 0.3512 -0.6471
H -3.1649 1.7975 0.2712
H -4.4038 0.7388 0.8565
H -2.7973 -1.0748 1.2536
H -2.2620 0.3682 2.1127
```

Properties
E_LUMO: 0.3 eV
Relative energy (zero: lowest compared OMol25 entry of this formula, charge and spin): 0.0 kJ/mol
SMILES: [H]/N=C(/N)c1cccc(/C(CC)=N/N=C(N)N)c1

natural (NBO) population analysis, charges in e, atoms 1 to 2: -0.719, -0.472

Record 2
C45H30ClN2O5 | the ωB97M-V functional and the def2-TZVPD basis

```
83
C45H30ClN2O5 | OMol25 | the ωB97M-V functional and the def2-TZVPD basis
C 6.2422 -5.0960 5.4615
C 6.0227 -4.7542 4.3342
C 5.4617 -4.3750 3.0238
C 5.6868 -2.9074 2.7193
N 6.5640 -2.6664 1.7772
N 6.6919 -1.3673 1.5233
C 6.0494 -0.3783 2.1030
Cl 6.3728 1.2047 1.5289
C 5.1278 -0.5826 3.1504
C 4.4133 0.5621 3.8143
C 3.0353 0.8217 3.1389
O 2.7627 1.9218 2.7554
C 2.1294 -0.3706 3.0219
C 2.1437 -1.1927 1.8994
C 1.3101 -2.3015 1.8505
C 0.4548 -2.6082 2.9064
C 0.4458 -1.7759 4.0220
C 1.2717 -0.6608 4.0789
C 4.9432 -1.9364 3.4687
C 4.0039 -2.3549 4.5300
C 4.2901 -2.0551 5.8570
H 6.3471 -5.3865 6.4820
H 5.9801 -4.9854 2.2790
H 4.4035 -4.6370 2.9518
H 7.3626 -1.1349 0.7955
H 5.0303 1.4552 3.7347
H 4.2702 0.3340 4.8682
H 2.8063 -1.0071 1.0599
H 1.3136 -2.9531 0.9838
H -0.1762 -3.4868 2.8786
H -0.2100 -1.9996 4.8552
H 1.2343 -0.0453 4.9717
H 3.1164 -2.9431 4.2905
H 5.1132 -2.5528 6.3706
H 3.6825 -1.3445 6.4197
C 0.7769 3.9495 1.9447
C -0.1763 4.9184 2.2467
C -1.0733 5.3376 1.2772
C -1.0143 4.7975 -0.0019
C -0.0431 3.8430 -0.3099
C 0.8426 3.4166 0.6704
C 0.0706 3.2829 -1.6843
O 0.9137 2.4469 -1.9485
C -0.8696 3.7762 -2.7255
C -0.7475 3.3071 -4.0269
C -1.6248 3.7425 -5.0060
C -2.6333 4.6457 -4.6866
C -2.7562 5.1220 -3.3919
C -1.8715 4.6967 -2.4093
C -1.9983 5.2429 -1.0290
O -2.8750 6.0315 -0.7481
H 1.4673 3.6188 2.6986
H -0.2205 5.3440 3.2409
H -1.8192 6.0855 1.5090
H 1.5858 2.6684 0.4322
H 0.0348 2.6026 -4.2752
H -1.5262 3.3772 -6.0200
H -3.3223 4.9800 -5.4508
H -3.5371 5.8268 -3.1414
C -8.2997 -1.3986 -2.5552
C -8.2390 -2.7314 -2.9491
C -7.0463 -3.2688 -3.4032
C -5.9102 -2.4725 -3.4762
C -5.9768 -1.1280 -3.1017
C -7.1721 -0.5984 -2.6315
C -4.7840 -0.2440 -3.2153
O -4.8369 0.9226 -2.8858
C -3.5226 -0.8276 -3.7525
C -2.4140 -0.0076 -3.9191
C -1.2297 -0.5352 -4.4048
C -1.1453 -1.8883 -4.7189
C -2.2491 -2.7093 -4.5594
C -3.4435 -2.1810 -4.0845
C -4.6315 -3.0706 -3.9503
O -4.5581 -4.2502 -4.2246
H -9.2309 -0.9835 -2.1928
H -9.1245 -3.3513 -2.8997
H -6.9947 -4.3058 -3.7055
H -7.2174 0.4394 -2.3310
H -2.4796 1.0438 -3.6718
H -0.3685 0.1070 -4.5380
H -0.2170 -2.3006 -5.0929
H -2.1890 -3.7603 -4.8070
```

Properties
E_LUMO: -5.2 eV
Net charge: +1

Mulliken population analysis, charges in e, atoms 1 to 2: -0.015, -0.289

Record 3
CH8NO | the ωB97M-V functional and the def2-TZVPD basis

```
11
CH8NO | OMol25 | the ωB97M-V functional and the def2-TZVPD basis
N -0.3380 -0.6963 -1.7086
H 0.6009 -0.8583 -2.0754
H -0.6479 0.2644 -1.7498
H -0.4091 -0.9615 -0.6948
H -0.9609 -1.2482 -2.3010
C 0.2743 0.9493 1.4480
O 0.2405 -0.3642 0.8524
H 1.2388 1.0887 1.9058
H -0.6015 1.1050 2.0817
H 0.1478 1.7260 0.7014
H 0.4553 -1.0050 1.5402
```

Properties
E_LUMO: -3.9 eV
Relative energy (zero: lowest compared OMol25 entry of this formula, charge and spin): 59.6 kJ/mol
Net charge: +1

natural (NBO) population analysis, charges in e, atoms 1 to 2: -0.873, 0.454

Record 4
C6H10 | the ωB97M-V functional and the def2-TZVPD basis

```
16
C6H10 | OMol25 | the ωB97M-V functional and the def2-TZVPD basis
C 2.1316 -0.0874 0.5655
C 1.1426 -0.7426 -0.3973
C -0.3352 -0.3829 -0.3327
C -1.2288 -0.9876 -1.1045
C -1.3803 1.6645 0.4780
C -0.7549 0.5288 0.7740
H 1.8827 0.9856 0.6539
H 1.8911 -0.4314 1.5997
H 3.1390 -0.2745 0.2190
H 1.5409 -0.5410 -1.3941
H 1.0925 -1.8441 -0.3800
H -2.2700 -0.8677 -0.8332
H -0.9740 -1.5449 -1.9931
H -1.4652 2.5577 1.1027
H -1.8541 1.7902 -0.4875
H -0.6084 0.1729 1.7927
```

Properties
E_LUMO: 1.1 eV
Relative energy (zero: lowest compared OMol25 entry of this formula, charge and spin): 162.6 kJ/mol
SMILES: C=CC(=C)CC

natural (NBO) population analysis, charges in e, atoms 1 to 2: -0.611, -0.442

Record 5
C4H7NS | the ωB97M-V functional and the def2-TZVPD basis

```
13
C4H7NS | OMol25 | the ωB97M-V functional and the def2-TZVPD basis
C 0.4210 -1.4066 0.2358
C 1.4177 -0.2317 0.4721
C 0.9053 1.0840 0.1231
C -1.3040 -0.1158 -0.6181
N -0.7214 -1.2754 -0.2360
S -2.7546 0.3797 0.2614
H 0.7789 -2.3988 0.4751
H 1.6893 -0.3162 1.5273
H 2.2822 -0.5139 -0.1375
H 0.4692 1.7154 0.8721
H 1.1118 1.5025 -0.8411
H -1.3327 0.0907 -1.6776
H -2.9625 1.4861 -0.4567
```

Properties
E_LUMO (alpha / beta): 0.9 / -0.5 eV
Relative energy (zero: lowest compared OMol25 entry of this formula, charge and spin): 64.9 kJ/mol
Spin multiplicity: 3

natural (NBO) population analysis, charges in e, atoms 1 to 2: 0.196, -0.564

In eV, the DFT total energy values for the records above are, in order, -20606.4977; -72880.7697; -4697.4262; -6382.1738; -16582.1796.